The following is a quantum chemistry calculation of a cluster of 14 separate species, C72H178N6O30 in total, from the Open Molecules 2025 dataset.

```
286
Properties=species:S:1:pos:R:3:forces:R:3:lowdin_charge:R:1
H 1.33384 -10.38171 -0.39765 0.03 0.00 -0.13 0.07
C 2.87686 1.02974 -9.74954 0.99 -1.43 -1.49 -0.20
H 3.61825 -4.48296 0.09739 -0.35 -0.06 -0.24 0.13
C 4.34540 -6.53529 7.62342 1.45 2.23 -0.26 -0.09
H -1.99802 0.00640 -10.98176 0.26 -0.05 -0.27 0.12
H 5.49399 -2.35566 8.56896 0.09 -0.39 -0.55 0.11
C -4.28256 13.29678 -1.87721 0.18 0.81 1.00 -0.15
O 5.94175 0.89899 -4.10518 -0.08 -1.95 -0.56 -0.17
H 4.67078 2.02018 7.63235 0.40 0.25 -0.44 0.11
H -10.46849 6.57806 -4.82283 0.44 0.63 -0.37 0.08
H 1.28438 0.61930 -7.52345 0.04 0.76 -0.21 0.09
C 0.77855 4.78158 -5.50872 -1.01 -0.01 0.04 -0.44
H -6.65085 3.08359 0.06749 0.27 -0.27 -0.56 0.11
H 1.92387 0.38648 11.53022 0.29 -0.03 0.46 0.12
O -0.28145 -2.22932 -0.41763 0.41 0.31 -1.17 -0.13
O 0.49849 8.50873 4.29713 -0.73 -1.02 0.73 -0.18
H 5.26051 -0.18903 -10.56259 0.08 0.36 -0.04 0.07
H 2.98555 -8.94763 0.00334 -0.39 0.24 -0.25 0.12
O 4.91871 -6.09929 0.04859 1.26 0.65 -0.16 -0.19
H -6.15055 -3.92320 -8.21972 -0.13 0.50 -0.55 0.08
O 0.64693 3.94920 2.35756 -0.22 2.00 -0.31 -0.17
H 6.62295 2.45820 -6.11523 -0.62 -0.67 0.45 0.14
H -0.05461 3.89303 -3.68711 -0.02 0.46 0.36 0.07
C 0.94187 -9.87690 -7.76808 -0.47 -0.84 -0.30 -0.10
H 7.12251 -7.09237 3.57192 -0.52 -0.28 -0.08 0.08
C 1.67348 6.25891 2.46219 0.43 -0.52 -0.77 -0.15
H 4.76223 -0.71679 -12.17813 -0.09 0.17 -0.03 0.07
H -1.27172 7.50565 3.65906 0.29 -0.18 -0.16 0.07
H -1.80077 -9.79216 -4.83519 0.28 -0.02 -0.62 0.07
H 7.61926 4.63380 -5.80976 -0.05 -0.58 -0.75 0.06
H 2.21046 6.15532 -5.53161 0.23 0.39 -0.07 0.07
C 7.06930 2.69787 -5.15013 1.42 1.16 0.34 -0.40
H -5.31978 9.52472 -3.14280 -0.79 0.42 0.72 0.12
H 2.25993 -2.65677 3.83519 0.13 0.39 -0.71 0.08
H 3.77237 -0.10558 3.44935 -0.01 -0.84 0.21 0.08
H -5.82246 11.66144 -1.96092 -0.32 0.31 -0.32 0.12
H -2.06843 -6.35773 -4.32635 -0.16 0.57 -0.35 0.08
C 1.02377 5.14226 1.62418 0.74 0.03 -0.07 -0.19
H 8.71333 1.26108 -5.49620 -0.09 -0.28 0.55 0.08
C 7.86513 -3.06815 9.15695 0.48 -0.21 -1.01 -0.10
H -0.14358 6.64589 -6.40261 0.13 -0.45 -0.69 0.11
O -0.29175 -9.40702 -7.20844 0.63 -0.73 -0.53 -0.16
C 3.88579 -5.39355 0.63344 -1.92 -2.05 1.30 -0.21
C -1.56113 -1.06815 -2.26339 0.07 -0.62 1.45 -0.23
C 4.67461 0.38266 3.81769 -0.64 0.33 -0.25 -0.09
C 3.27912 0.58172 -11.20066 -0.45 0.37 0.24 -0.40
H 8.91386 -3.16261 8.87531 -0.03 0.16 -0.31 0.08
H 1.22507 3.59181 14.94146 -0.18 0.09 -0.08 0.08
C -5.37093 -3.70606 -7.48956 0.54 0.12 -0.67 -0.11
H -0.62787 -9.05667 5.25000 0.12 0.27 -0.11 0.07
O 0.59499 -0.85855 12.44598 -0.95 -0.51 -0.63 -0.19
H -0.98957 -5.72973 -5.70307 -0.65 0.02 -0.06 0.08
C -4.78398 11.81737 -1.66876 -0.28 1.44 -0.13 -0.20
O -4.81142 9.04456 -0.28671 -0.40 -0.47 0.67 -0.21
C -6.15939 8.54158 -0.11016 0.74 0.76 0.28 -0.08
C 4.14299 -7.42700 6.44184 -2.70 0.65 1.42 -0.43
H -4.73325 13.89805 -2.66681 -0.73 -0.57 -0.36 0.11
H 7.05649 2.27106 -3.02284 0.57 -0.43 0.15 0.13
H -6.26043 7.46857 -0.27301 0.05 0.05 -0.73 0.08
C -8.75492 3.70013 -3.38567 -0.09 0.10 -0.20 -0.17
H 3.51178 -6.05121 8.13218 -0.64 -1.00 -0.04 0.08
H 3.78302 -10.26330 2.51647 0.52 -0.43 -0.75 0.12
H -4.86117 -4.66518 -7.39827 0.04 -0.18 0.74 0.08
H 7.29970 -3.81491 8.59953 -0.16 0.02 -0.29 0.08
H -0.55983 -1.16555 10.32898 0.69 0.23 -0.61 0.07
H 3.11556 0.83754 -7.34942 -0.25 0.47 0.05 0.09
H -9.43178 2.68407 -1.06708 -0.56 0.05 -0.30 0.13
H -3.11057 2.19614 -11.20544 0.73 0.07 -0.19 0.12
C -0.86384 -1.45948 0.65123 0.39 -1.03 -0.64 -0.17
H 2.65131 4.13095 13.95204 0.03 0.30 0.76 0.09
C 3.29555 -8.73298 1.02604 1.18 -0.89 -0.46 -0.22
H 0.09107 -2.28567 -2.51000 0.09 -0.96 0.67 0.12
C -1.20072 -6.50720 -4.96887 0.35 -0.70 0.26 -0.06
H -3.88892 -7.32275 5.95390 0.04 -1.01 0.40 0.11
H -6.44586 2.84643 -10.11690 0.45 0.07 0.72 0.09
H 2.78707 2.73570 15.10692 0.17 0.46 0.50 0.09
H -2.22941 -8.04834 -6.16759 -0.23 0.88 -0.54 0.13
H -10.00310 7.19613 -3.15291 -1.05 -0.01 -0.19 0.10
H -1.51884 -0.43044 12.21328 0.24 0.16 -0.53 0.13
C -7.69969 2.78733 0.05082 -0.23 0.07 1.36 -0.15
C -8.22633 4.82970 -4.37357 -1.95 -1.51 1.92 -0.15
H 2.81637 0.41241 5.81654 -0.62 0.25 -0.25 0.12
H -4.51548 -2.84999 -9.82470 0.32 0.10 -0.74 0.12
H -1.51112 -1.05561 -3.35218 -0.02 0.64 -0.18 0.12
H -1.63591 4.06392 -7.21181 0.16 0.06 0.04 0.08
N 7.02702 4.16995 -5.13582 -0.66 0.95 0.57 0.01
H 0.86541 -3.65106 3.68561 -0.37 -0.04 0.69 0.08
H 2.31240 -0.67863 -7.12953 0.07 -0.17 0.15 0.09
N 3.35587 -8.53614 7.01590 1.40 -1.86 -0.96 0.03
H -6.46997 8.65860 0.92809 0.60 0.23 0.27 0.08
H -8.19747 1.74216 -1.81982 0.39 -0.20 -0.28 0.12
O 7.46469 -1.74284 8.78942 0.00 -0.51 0.81 -0.18
H -7.02144 -0.09610 0.07264 -0.70 -0.04 -0.07 0.08
N 3.61068 1.69718 -12.11864 0.39 -0.88 0.53 0.03
O -3.17172 -5.70609 5.17472 -0.54 2.24 -2.53 -0.18
H -0.40194 -3.24102 12.62331 0.73 0.21 0.20 0.12
C 5.74035 -0.31473 7.88337 -0.21 -0.24 1.03 -0.14
C 5.50708 0.12614 -3.01746 0.09 0.16 0.36 -0.10
H -5.87996 -3.32601 -6.60381 0.36 -0.35 0.16 0.09
C -4.10256 8.66037 -1.46386 -0.82 1.07 -0.08 -0.17
H -3.79821 0.20406 -2.16848 -0.27 0.17 0.01 0.08
H 4.01650 -5.14525 1.68670 0.87 0.36 0.22 0.12
C 6.07523 -5.30400 -0.23789 -0.03 -1.24 0.23 -0.08
H 6.02919 -4.93432 -1.26225 0.06 0.17 0.01 0.09
H 4.46944 2.12995 -11.80986 0.03 0.30 -0.06 0.06
H 2.38711 -8.35382 7.23577 0.13 0.64 -0.15 0.07
H 2.47912 -6.74005 -0.30373 0.28 -0.40 -0.29 0.12
O -3.36876 -0.74367 -9.65804 0.68 -0.50 -0.28 -0.14
H -2.04139 -8.65340 -3.78308 0.05 0.54 0.08 0.07
C 0.91576 4.12104 -4.12813 -0.73 -0.14 -0.88 -0.06
H 7.87335 -3.44867 10.17834 -0.65 1.01 0.66 0.08
H -0.94049 -6.65558 6.45269 0.24 -0.14 -0.03 0.13
H 6.25647 -4.49936 0.47472 -0.30 0.11 0.06 0.09
O 2.75591 -7.58021 1.56361 -0.33 1.54 0.31 -0.12
H -6.84415 0.09368 1.84127 -0.04 0.15 -0.10 0.08
H 0.77818 -1.97258 4.42905 -0.47 -0.03 -0.15 0.08
O -8.07540 3.77477 -2.13245 1.05 0.89 -1.27 -0.12
H -2.20468 -1.90889 -8.31848 0.81 0.95 0.10 0.12
C -1.22285 -2.55960 12.40000 1.79 0.03 -0.68 -0.19
H -3.73865 9.30342 -3.47387 0.56 -0.04 0.10 0.12
H -8.20227 3.59472 0.58341 -0.06 0.16 -0.11 0.12
H 1.61402 -9.13323 -8.19618 -0.21 0.55 0.37 0.09
H 4.57950 1.31841 3.26686 0.35 0.80 0.53 0.08
O -7.88038 1.67980 1.00319 0.23 -0.31 -1.68 -0.20
H -8.73091 2.70388 -3.82726 1.05 -0.31 -0.25 0.12
O -1.65490 5.44556 -5.57257 0.57 -0.16 -0.11 -0.21
C -1.69824 -7.40756 6.23264 -0.70 -0.59 -0.69 -0.38
H -5.01811 -4.82437 5.83581 0.30 -0.24 0.56 0.09
C -2.96972 0.89953 -2.03418 0.90 -0.69 0.60 -0.06
H -0.00003 -7.38837 -7.18044 -0.09 0.25 -0.33 0.12
C 4.40752 -0.48249 -11.17444 -0.49 0.23 0.13 -0.06
H 2.88694 2.39472 -12.21736 -0.06 -0.03 0.25 0.06
C -3.63246 1.31129 -10.84104 0.39 0.99 0.23 -0.21
H 1.79589 4.86571 0.90622 -0.12 -0.52 0.02 0.12
C -1.32585 -7.90358 -5.57538 -0.24 -0.69 -1.00 -0.45
C -8.37842 2.70716 -1.34639 -0.32 -1.82 2.25 -0.25
N -1.75063 -8.35442 7.35645 0.63 0.68 -0.03 0.02
O 2.38144 -11.09790 1.27629 0.52 0.09 -0.65 -0.20
C 1.17517 -10.95060 0.51848 0.81 0.08 0.49 -0.09
H -2.34963 -1.76436 -1.97764 -0.29 -0.38 -0.21 0.12
H 2.10031 1.79453 -9.73566 -0.24 -0.01 -0.11 0.12
C -0.61385 -2.23085 10.10465 -0.38 0.74 0.66 -0.10
H 3.04617 1.78918 7.93337 -0.59 -1.00 -0.06 0.12
H 3.44615 2.08160 5.46191 -0.24 0.09 -0.40 0.12
H 3.46454 -6.85585 5.80813 0.32 0.05 -0.80 0.13
H -1.99835 5.80902 -7.54011 0.10 -0.24 -0.52 0.08
H 0.35184 -2.71766 10.24089 0.23 0.11 -0.49 0.10
H 5.35481 -0.89394 -3.37009 -0.33 0.21 -0.08 0.09
C 1.13702 1.26671 13.47914 -0.64 1.06 -1.73 -0.15
C -6.89711 0.61771 0.88697 -0.01 1.41 -0.29 -0.09
O 1.68909 7.49909 1.65482 0.47 -1.45 0.84 -0.14
H 7.89010 -6.82371 5.12146 0.55 0.12 -0.19 0.08
H -5.83550 14.89133 0.58479 0.15 -0.18 0.00 0.08
O -8.64789 6.06822 -3.85984 0.96 0.17 -0.40 -0.20
H -3.31948 -6.10829 7.05750 0.43 -0.46 0.95 0.12
C -5.77738 14.33316 -0.34964 1.01 0.89 -0.61 -0.10
H 0.72286 -10.54325 -8.60241 -0.46 0.07 -0.05 0.08
C -0.54828 -2.16312 1.96563 0.89 -0.33 -0.01 -0.19
H -4.08165 0.88899 -11.73992 -0.08 -0.62 -0.01 0.12
H 5.59479 -0.08083 3.46198 -0.23 -0.27 0.26 0.09
H 0.29293 0.89646 11.38942 -0.32 0.42 0.30 0.11
H 9.11312 2.62258 -4.36799 -0.03 -0.12 0.02 0.08
H -9.80502 3.67442 -3.09458 -0.53 1.01 -0.47 0.10
H -1.05901 7.54937 5.40048 1.06 -0.39 0.02 0.09
O 2.48895 -0.15764 -9.03985 0.13 1.48 -0.72 -0.18
H -6.85786 9.19410 -0.63405 -0.15 -0.49 -0.63 0.08
H 6.17928 -8.15173 6.38129 0.19 -0.20 0.13 0.13
H 1.36297 0.58379 14.29807 1.02 -0.03 -0.11 0.12
H -0.04826 9.93587 3.04913 0.19 0.80 -0.27 0.12
H -1.62599 8.87680 4.63598 0.45 1.05 -0.47 0.08
H 2.83318 4.69796 -5.58914 -0.02 -0.39 0.00 0.07
H 3.35975 -9.31332 6.37085 -0.21 -0.34 -0.04 0.05
H -5.77026 2.29707 -11.56565 0.02 0.29 -0.59 0.08
H -6.41065 13.44759 -0.29629 0.44 -0.39 0.13 0.08
C -3.05628 -6.64632 6.14680 -0.51 -1.11 0.71 -0.27
H -5.96339 1.12461 0.64340 0.47 -0.21 0.39 0.07
C 6.07531 -1.48739 8.87924 -0.99 -0.26 -0.86 -0.20
H 1.32465 3.13015 -4.32570 0.58 0.06 0.31 0.07
H 4.37570 -8.60039 0.96451 0.25 -0.22 -0.04 0.12
C 2.71180 -6.43658 0.71699 -1.06 0.95 -1.06 -0.17
H -3.16938 1.63960 -1.25924 -0.14 -0.27 0.14 0.08
O 0.85992 -2.18959 2.28213 0.03 0.90 0.92 -0.20
O 1.94934 2.46377 13.31614 -1.13 -2.03 -0.81 -0.21
C -0.24055 -1.61365 -1.71848 -0.48 0.26 -0.31 -0.18
H 4.75166 -5.64421 7.14485 0.84 0.33 0.43 0.07
C 5.45474 -7.68599 5.71328 -0.09 -0.33 -0.64 -0.20
H 0.60693 9.09410 0.93649 0.33 -0.03 0.00 0.13
C -0.82818 -1.12309 12.69424 1.00 0.47 1.42 -0.17
C 2.28565 0.23652 -7.72104 -0.11 -1.72 1.29 -0.14
C 2.14091 3.29500 14.43034 0.46 -0.71 -0.52 -0.12
H 1.73660 9.66075 3.09538 -0.06 -0.10 0.45 0.13
C -2.13722 4.96658 -6.86252 0.58 1.21 0.84 -0.08
H 0.27807 5.63066 0.99689 -0.90 -0.46 0.24 0.12
H -1.92965 -7.84107 8.20764 -0.20 -0.27 0.20 0.07
H 0.48733 -0.80990 -1.82931 0.17 0.37 0.74 0.12
H 3.77399 1.43385 -9.28057 0.14 0.25 0.21 0.11
C -0.14488 -8.22562 -6.49769 0.16 1.32 0.92 -0.26
H 0.38843 -10.45563 1.08783 -0.10 0.01 0.22 0.08
H -3.38493 -3.98281 -9.15555 0.46 -0.18 0.25 0.12
C -4.35750 9.65106 -2.64665 0.66 -0.97 -0.54 -0.17
O 4.71167 0.46459 5.22824 1.65 0.11 -0.21 -0.19
H -10.66340 5.52031 -3.54857 0.18 -0.04 0.81 0.07
N -1.42346 -8.90226 -4.54224 0.37 -0.80 1.51 0.03
H -4.58933 -4.51194 4.20493 0.59 -0.03 -0.08 0.08
C -3.71741 -2.94691 -9.08865 -1.11 -0.46 -0.72 -0.20
H -0.64322 3.27215 3.74333 0.00 -0.17 -0.05 0.08
C 0.75080 9.19570 3.09091 -1.56 0.43 -0.81 -0.20
H -0.33290 7.87029 1.76251 -0.27 -0.06 -0.04 0.11
C -0.55591 4.14961 3.10259 0.18 -1.34 0.16 -0.11
H 2.37858 0.12152 -11.60730 -0.01 -0.20 -0.13 0.13
C -0.29290 5.94979 -5.57723 0.16 -1.29 -0.12 -0.17
H -2.20085 -8.69757 4.51915 -0.33 -0.39 0.41 0.07
H 2.27510 -9.70567 2.70375 -0.54 1.01 -0.16 0.12
H -1.10197 -2.34992 9.13736 0.47 -0.25 -0.07 0.10
H -0.87605 -3.19976 1.88786 -0.16 -0.23 -0.19 0.12
H 1.33668 6.20125 3.49725 -0.76 1.18 -0.09 0.11
H 7.41499 4.58414 -4.30034 -0.20 -0.37 0.73 0.06
O -3.97240 11.00985 -2.46882 0.40 -1.05 0.17 -0.13
O -1.81274 0.13853 -1.58474 -0.69 1.56 -0.91 -0.21
H 0.47596 3.99279 -6.19744 -0.33 0.06 -0.20 0.11
C 3.66427 1.09518 5.87117 -1.23 0.41 1.58 -0.21
C 8.53984 2.30608 -5.23935 0.02 -0.52 -0.92 -0.08
H -1.18543 -1.72271 2.73256 0.28 0.36 0.38 0.12
H -6.19140 14.96089 -1.13872 -0.32 0.16 -0.07 0.08
H -4.33664 7.61737 -1.67703 -0.26 -0.01 -0.65 0.12
H -1.94070 -1.56751 0.52160 -0.29 0.47 0.23 0.12
C 1.18752 -2.61051 3.64574 -0.52 -0.51 -1.44 -0.08
H -8.62975 4.68759 -5.37614 0.05 -0.28 -0.17 0.12
H -3.21048 4.78351 -6.81059 0.12 -0.06 0.43 0.08
H 0.88434 -11.97206 0.27326 -0.11 0.16 -0.05 0.09
O 5.91896 -6.44956 5.23595 0.38 1.68 -0.80 -0.21
H -0.96857 -7.68088 4.10209 0.59 0.27 0.38 0.07
H 2.70518 5.93354 2.59569 0.31 0.59 -0.30 0.12
H 6.41976 0.49264 8.15663 -0.26 0.52 0.02 0.12
H -0.35173 -6.45951 -4.28692 0.21 -0.32 0.07 0.08
H -0.58177 4.97784 3.81073 0.26 0.50 -0.42 0.07
C -10.03284 6.35734 -3.84836 0.52 -0.24 0.04 -0.10
H 4.62048 0.56578 -2.56056 -0.41 -0.17 -0.12 0.09
H 8.91411 2.81238 -6.12911 0.33 0.26 0.10 0.07
O -4.42202 -2.71971 -7.86428 0.66 0.44 0.33 -0.20
C 6.38312 2.15972 -3.87271 0.08 2.06 -0.71 -0.25
H -0.10136 6.61293 -4.73362 -0.62 -0.27 0.61 0.12
C 2.95668 -9.93674 1.88511 -1.12 -0.63 1.36 -0.18
C -4.53264 -5.28229 4.97400 0.51 0.18 -0.50 -0.09
O -1.52025 -2.73139 11.03381 -2.21 -1.25 0.65 -0.20
H -5.17069 -6.08421 4.60264 0.09 -0.44 0.20 0.08
H 5.58256 2.85314 -3.61507 -0.60 0.08 -0.11 0.12
C -0.87448 8.10289 4.47979 -0.13 0.00 -0.06 -0.10
C 0.61531 8.40748 1.78300 0.12 -0.78 1.42 -0.20
H -3.03242 8.66022 -1.25672 -0.01 0.34 0.37 0.12
H 5.72072 -1.40908 9.90698 0.26 0.97 0.26 0.12
O 4.33009 0.04648 7.96385 0.00 -0.23 0.71 -0.16
C 0.99911 0.46907 12.10127 0.04 -0.22 1.53 -0.16
H -4.79142 11.58611 -0.60361 0.62 -0.10 0.15 0.12
H 5.05196 -6.94594 8.34469 -0.06 0.01 0.04 0.09
H 6.88160 -6.02760 -0.11840 0.34 0.30 -0.34 0.09
H 0.11812 1.57279 13.71632 -0.30 0.35 0.10 0.11
H -1.98586 0.69171 -9.37801 -0.14 0.91 -0.01 0.13
C 3.87678 1.30404 7.42070 2.82 -0.95 -1.46 -0.15
C -1.30909 -8.25546 4.96348 -1.01 0.90 0.20 -0.05
H 5.32827 -8.27457 4.80461 -0.30 -0.81 0.19 0.12
H -4.94378 3.66242 -10.75562 -0.26 0.34 -0.07 0.09
N 2.06712 5.24777 -5.95102 0.36 1.02 -0.48 0.02
H 6.22811 0.05291 -2.20330 0.51 0.20 -0.01 0.08
O -4.63404 1.80278 -9.99609 -0.25 -0.83 1.67 -0.18
C -2.59127 -1.90097 -9.33758 -2.84 -0.80 1.53 -0.15
H 1.48903 -10.52124 -7.07994 0.10 0.33 0.46 0.09
H -1.42370 4.12267 2.44356 -0.09 0.43 -0.09 0.09
H -2.81075 1.48160 -2.94193 0.32 -0.33 -0.31 0.08
H 6.02436 -0.63483 6.88090 -0.25 -0.05 0.02 0.11
H 1.79547 -5.91368 0.99089 0.10 0.27 0.43 0.12
O -4.37406 14.14718 -0.69097 -1.46 -1.54 -0.03 -0.21
H -0.95054 -0.93104 13.76019 -0.25 -0.12 0.25 0.12
H -0.57191 -0.41398 0.55221 0.08 0.00 0.40 0.13
H 0.72772 -8.21248 -5.84463 0.38 -0.40 0.11 0.13
H -1.81650 -2.19495 -10.04568 -0.26 0.09 -0.30 0.13
H -3.22863 13.35223 -2.14970 0.11 -0.69 0.27 0.12
H -7.14368 4.70388 -4.36217 -0.02 0.62 -0.05 0.13
C -5.47948 2.72497 -10.60625 -0.03 -0.48 -1.05 -0.12
H -2.42168 -9.09896 7.23218 -0.19 0.15 -0.06 0.07
H -1.97272 -2.96141 13.08143 -0.78 0.52 -0.59 0.13
H 1.58117 4.75252 -3.53942 -0.23 -0.29 0.46 0.08
H 7.41270 -5.45410 4.07811 -0.55 0.18 0.49 0.08
C 7.12650 -6.43980 4.44498 -0.25 -1.03 1.23 -0.08
H 4.05792 -1.41024 -10.72150 -0.21 0.08 -0.04 0.07
C -2.64586 0.34722 -10.17414 -0.56 -0.39 -0.21 -0.18
```
Positions in Å, forces in eV/Å.

The HOMO energy is -0.3212 hartree. For the HOMO-LUMO gap, the calculation gives 8.8 eV. For the LUMO energy, the calculation gives 0.004 hartree. As for the charge: 0. As for the energy above the lowest of the compared OMol25 structures with the same formula, charge and spin: 229.1 kJ/mol.